This record from OMol25 describes one molecule with the formula C5H8N2O at a distorted geometry. The level of theory is wB97M-V/def2-TZVPD.

Geometry as XYZ:
```
16
Properties=species:S:1:pos:R:3:forces:R:3:nbo_charge:R:1
C 2.4271 0.7824 0.0909 0.00 -0.29 -1.01 -0.140
N 1.5481 0.4220 -0.7540 -0.80 0.49 0.32 -0.215
N 0.9785 -0.8307 -0.5044 0.35 0.15 -0.52 -0.241
C 0.6719 -1.1569 0.8285 -0.06 -0.51 1.46 -0.265
C -0.4430 -1.0455 -0.1708 -0.20 0.93 -0.07 -0.169
C -1.5033 0.0615 0.0109 0.21 0.99 -0.43 0.582
C -1.1154 1.5555 0.3296 -1.09 -0.48 -0.95 -0.723
O -2.6625 -0.2041 -0.2244 0.76 -0.13 0.33 -0.530
H 2.8128 0.1086 0.8227 0.06 -0.36 0.85 0.161
H 2.9007 1.7394 -0.0054 0.13 0.32 -0.33 0.191
H 1.0689 -2.0884 1.2767 -0.56 0.49 -0.43 0.217
H 0.6802 -0.2922 1.5062 0.12 -0.40 0.03 0.193
H -0.8944 -1.9045 -0.6444 0.14 -0.16 -0.01 0.232
H -1.8756 1.9944 1.0205 0.43 -0.42 -0.75 0.238
H -1.1561 2.0875 -0.6897 0.17 -0.67 1.61 0.253
H -0.1456 1.6666 0.7824 0.36 0.07 -0.10 0.215
```
Positions in Å, forces in eV/Å.

The calculation puts the gap between HOMO and LUMO at 10.31 eV. The calculation puts the relative energy (zero: lowest compared OMol25 entry of this formula, charge and spin) at 79.7 kcal/mol. For the LUMO energy, the calculation gives 0.0312 Eh. As for the total charge: 0. The calculation puts the max |F| at 0.034 hartree/bohr.